Record 1
Entry from OMol25: a gas-phase ion, C6H15BNO (charge +1) (wB97M-V/def2-TZVPD).

The net charge is +1. The highest occupied orbital energy (alpha / beta) is -10.52 / -10.52 eV. For the molecular weight, the calculation gives 128.00 g/mol. As for the orbital gap (alpha / beta): 7.39 / 7.39 eV. The energy above the lowest of the compared OMol25 structures with the same formula, charge and spin comes out at 5.8694 eV.

Last column: Mulliken charge in e.
Element x y z (Å)
B (-2.035, -0.175, 0.571)  0.556
C (-1.517, -0.854, -0.714)  -0.582
C (0.373, 1.419, -0.534)  -1.052
C (-0.202, -1.631, -0.545)  -0.734
C (0.968, -0.853, -0.035)  -0.585
C (2.733, 0.463, -0.969)  -0.916
C (-2.995, 0.430, 2.919)  -0.458
N (1.224, 0.260, -1.047)  -0.100
O (-2.619, 0.070, 1.662)  -0.395
H (-2.446, -1.337, -1.026)  0.468
H (-1.350, -0.103, -1.500)  0.279
H (0.425, 2.270, -1.228)  0.283
H (0.859, 1.778, 0.394)  0.311
H (-0.615, -2.503, 0.062)  0.300
H (0.172, -1.998, -1.476)  0.416
H (0.923, -0.292, 0.915)  0.441
H (1.892, -1.493, 0.013)  0.442
H (2.807, 1.520, -1.364)  0.378
H (3.140, 0.549, 0.029)  0.362
H (3.249, -0.216, -1.667)  0.357
H (-2.179, 0.090, 3.669)  0.264
H (-4.030, 0.062, 2.973)  0.266
H (-3.012, 1.521, 2.887)  0.288
H (0.732, 0.076, -1.977)  0.411


Record 2
Entry from OMol25: a molecular structure, C6H15BiClI2O2PS (wB97M-V/def2-TZVPD).

The net charge is +2. The highest occupied orbital energy (alpha / beta) is -16.13 / -14.86 eV. For the molecular weight, the calculation gives 680.47 g/mol. As for the orbital gap (alpha / beta): 4.94 / 3.34 eV. The energy above the lowest of the compared OMol25 structures with the same formula, charge and spin comes out at 0.0000 eV.

Last column: Mulliken charge in e.
Element x y z (Å)
I (2.839, 0.331, -1.408)  0.045
I (-1.803, -1.567, 0.414)  0.249
Bi (0.262, 0.624, 0.055)  1.204
P (-0.808, 0.596, -2.397)  0.487
C (-0.519, -0.888, -3.404)  -1.033
C (-2.589, 0.925, -2.366)  -1.008
H (-0.007, 2.868, -2.532)  0.360
H (-0.633, 2.273, -4.105)  0.418
H (0.996, 1.767, -3.510)  0.330
C (-0.034, 2.014, -3.223)  -1.015
H (-2.807, 1.686, -1.604)  0.342
H (-2.892, 1.296, -3.356)  0.417
H (-0.914, -0.710, -4.422)  0.409
H (-1.037, -1.756, -2.959)  0.341
H (-3.141, 0.009, -2.116)  0.346
H (0.563, -1.098, -3.462)  0.306
C (0.956, -2.254, -0.660)  0.034
O (1.350, -3.320, -0.540)  -0.071
Cl (-0.953, 2.824, 0.371)  -0.366
C (2.340, -1.119, 4.602)  -1.037
S (1.338, -0.615, 3.205)  0.578
C (-0.296, -0.273, 3.921)  -0.882
O (1.959, 0.672, 2.729)  -0.576
H (1.921, -2.028, 5.051)  0.389
H (2.437, -0.303, 5.331)  0.371
H (3.333, -1.354, 4.185)  0.362
H (-0.164, 0.102, 4.942)  0.362
H (-0.807, 0.496, 3.319)  0.292
H (-0.890, -1.198, 3.937)  0.346


| no. | electronic energy (hartree) |
| --- | --- |
| 1 | -392.06863 |
| 2 | -2397.15787 |